Entry P
C6H14O in the gas phase, computed with ωB97M-V/def2-TZVPD.

Each line ends with the Löwdin charge.
CARTESIAN COORDINATES (ANGSTROEM)
C -1.41 -1.27 -0.74  -0.10
C -1.14 -0.54 0.55  -0.35
C -2.19 0.86 0.53  -0.07
C 0.31 -0.05 0.77  -0.14
C 1.31 0.09 -0.38  -0.45
C 2.60 0.76 0.10  -0.06
O 1.63 -1.16 -1.00  -0.05
H -2.49 -1.42 -0.81  0.07
H -0.88 -2.22 -0.81  0.08
H -1.08 -0.65 -1.59  0.08
H -1.45 -1.08 1.44  0.12
H -3.19 0.48 0.75  0.05
H -2.23 1.38 -0.45  0.07
H -2.03 1.69 1.27  0.07
H 0.77 -0.28 1.74  0.13
H -0.36 0.83 0.83  0.07
H 0.83 0.74 -1.13  0.14
H 3.11 0.13 0.83  0.08
H 2.38 1.73 0.57  0.08
H 3.29 0.94 -0.73  0.08
H 2.22 -0.96 -1.74  0.09

Output
Structure (SMILES): CC(C)C[C@@H](C)O
HOMO level: -9.5 eV
2S+1: 1


Entry Q
A molecular structure, C6H14O, computed with ωB97M-V/def2-TZVPD.

Each line ends with the Löwdin charge.
CARTESIAN COORDINATES (ANGSTROEM)
C -1.76 -0.64 -1.14  -0.11
C -1.41 -0.46 0.33  -0.30
C -2.44 0.40 1.03  -0.12
C 0.28 0.41 0.46  -0.07
C 1.52 -0.27 -0.19  -0.46
C 2.72 0.69 -0.31  -0.06
O 1.89 -1.40 0.60  -0.05
H -2.72 -1.15 -1.31  0.08
H -0.99 -1.21 -1.67  0.06
H -1.86 0.35 -1.61  0.08
H -0.56 -0.91 0.81  0.06
H -3.46 -0.04 1.03  0.08
H -2.54 1.36 0.50  0.08
H -2.18 0.59 2.07  0.07
H 0.56 0.64 1.51  0.12
H -0.01 1.30 -0.06  0.09
H 1.24 -0.59 -1.20  0.13
H 3.07 1.00 0.68  0.08
H 2.47 1.58 -0.90  0.08
H 3.56 0.19 -0.82  0.08
H 2.63 -1.83 0.17  0.09

Output
HOMO level: -8.2 eV
2S+1: 1


Result of the stability comparison: entry P is the most stable of them.


Entry P
2 unconnected molecules or ions with the total composition C6H14O, computed with ωB97M-V/def2-TZVPD.

Each line ends with the Löwdin charge.
CARTESIAN COORDINATES (ANGSTROEM)
C 0.57 -1.26 -2.05  -0.09
C -0.49 -0.87 -0.95  -0.26
C -0.20 0.30 -0.02  -0.22
C 0.88 0.01 1.01  -0.13
C 1.63 -1.09 1.06  -0.18
C 3.14 -1.00 1.27  -0.11
H 0.84 -2.30 -1.81  0.06
H 0.07 -1.31 -3.01  0.06
H 1.52 -0.78 -1.90  0.06
H -1.46 -0.73 -1.41  0.09
H -0.61 -1.76 -0.34  0.09
H 0.15 1.19 -0.55  0.11
H -1.10 0.71 0.46  0.10
H 1.26 0.76 1.71  0.10
H 1.35 -2.00 0.52  0.09
H 3.63 -1.93 1.58  0.06
H 3.51 -0.74 0.27  0.07
H 3.52 -0.24 1.94  0.06
H -3.77 3.48 0.33  0.03
H -5.25 3.64 0.43  0.03
O -4.58 3.15 -0.06  -0.06

Output
Structure (SMILES): C/C=C/CCC.O
HOMO level: -8.8 eV
2S+1: 1


Entry Q
2 unconnected molecules or ions with the total composition C6H14O, computed with ωB97M-V/def2-TZVPD.

Each line ends with the Löwdin charge.
CARTESIAN COORDINATES (ANGSTROEM)
C 2.02 -2.12 0.92  -0.05
C -0.43 -0.15 2.60  -0.02
C -0.43 0.83 1.69  -0.20
C -1.28 0.84 0.46  -0.18
C -0.45 0.82 -0.82  -0.26
O -1.33 0.90 -1.92  -0.19
C -0.65 0.89 -3.14  -0.12
H 2.03 -2.68 1.86  0.02
H 3.04 -1.97 0.57  0.02
H 1.46 -2.70 0.17  0.02
H -1.07 -1.02 2.49  0.07
H 0.22 -0.12 3.47  0.06
H 0.23 1.68 1.83  0.10
H 1.53 -1.16 1.08  -0.02
H -1.91 1.74 0.43  0.12
H -1.96 -0.03 0.45  0.12
H 0.25 1.68 -0.83  0.13
H 0.16 -0.10 -0.87  0.12
H 0.04 1.75 -3.23  0.09
H -1.40 0.96 -3.93  0.09
H -0.06 -0.03 -3.28  0.09

Output
Structure (SMILES): C=CCCOC.C
HOMO level: -9.8 eV
2S+1: 1


Result of the stability comparison: entry Q is the most stable of them.


Entry P
2 unconnected molecules or ions with the total composition C6H14O, computed with ωB97M-V/def2-TZVPD.

Each line ends with the Löwdin charge.
CARTESIAN COORDINATES (ANGSTROEM)
C -2.73 -1.02 1.37  -0.11
C -2.24 0.56 1.26  -0.21
C -1.30 0.77 0.00  -0.21
C 0.18 0.06 0.11  -0.17
C 1.88 -0.99 -1.65  -0.02
C 0.91 -0.04 -1.30  -0.15
H -3.02 -1.41 2.34  0.04
H -2.05 -1.76 0.97  0.05
H -3.76 -1.07 0.89  0.07
H -3.06 1.18 1.35  0.05
H -1.54 0.66 2.19  0.12
H -1.25 1.88 0.04  0.09
H -1.79 0.57 -1.04  0.12
H 0.10 -0.93 0.63  0.10
H 0.84 0.82 0.54  0.09
H 2.56 -1.31 -0.94  0.01
H 1.96 -1.36 -2.68  0.05
H 0.67 0.73 -2.07  0.10
H 4.33 0.18 -0.46  0.06
H 5.08 1.41 -0.54  0.07
O 4.23 1.06 -0.97  -0.13

Output
Structure (SMILES): C=CCCCC.O
HOMO level: -8.5 eV
2S+1: 1


Entry Q
C6H14O in the gas phase, computed with ωB97M-V/def2-TZVPD.

Each line ends with the Löwdin charge.
CARTESIAN COORDINATES (ANGSTROEM)
C -2.60 0.62 -0.56  -0.12
C -2.32 -0.56 0.38  -0.27
C -0.92 -1.16 0.15  -0.22
C 0.24 -0.54 0.96  -0.17
C 1.30 -0.08 -0.02  -0.28
O 2.41 0.50 0.63  -0.18
C 3.31 1.02 -0.31  -0.13
H -3.64 0.94 -0.51  0.07
H -2.39 0.35 -1.60  0.07
H -1.97 1.48 -0.31  0.07
H -2.43 -0.24 1.42  0.10
H -3.08 -1.33 0.21  0.10
H -0.93 -2.25 0.30  0.11
H -0.70 -1.03 -0.92  0.10
H 0.66 -1.25 1.67  0.11
H -0.10 0.32 1.55  0.12
H 1.63 -0.94 -0.63  0.13
H 0.85 0.64 -0.71  0.12
H 3.71 0.24 -0.97  0.09
H 4.14 1.48 0.24  0.09
H 2.83 1.79 -0.94  0.09

Output
Structure (SMILES): CCCCCOC
HOMO level: -9.8 eV
2S+1: 1


Result of the stability comparison: entry Q is the most stable of them.


Entry P
C6H14O in the gas phase, computed with ωB97M-V/def2-TZVPD.

Each line ends with the Löwdin charge.
CARTESIAN COORDINATES (ANGSTROEM)
C 2.49 -1.15 -0.89  -0.12
O 1.14 -1.17 -0.52  -0.18
C 0.86 0.09 0.03  -0.23
C -0.65 0.26 0.24  -0.59
C -0.88 1.76 0.41  -0.07
C -1.41 -0.25 -1.00  -0.05
C -1.19 -0.48 1.48  -0.05
H 2.70 -0.14 -1.29  0.09
H 2.68 -1.97 -1.59  0.09
H 3.14 -1.26 -0.02  0.09
H 1.35 0.83 -0.67  0.13
H 1.40 0.20 0.99  0.14
H -0.31 2.14 1.27  0.09
H -1.94 1.98 0.58  0.09
H -0.55 2.30 -0.48  0.08
H -1.31 -1.34 -1.09  0.08
H -1.02 0.20 -1.92  0.09
H -2.47 -0.01 -0.91  0.09
H -1.07 -1.56 1.39  0.09
H -2.27 -0.27 1.58  0.08
H -0.70 -0.14 2.40  0.08

Output
Structure (SMILES): COCC(C)(C)C
HOMO level: -9.8 eV
2S+1: 1


Entry Q
2 unconnected molecules or ions with the total composition C6H14O, computed with ωB97M-V/def2-TZVPD.

Each line ends with the Löwdin charge.
CARTESIAN COORDINATES (ANGSTROEM)
C 0.38 1.39 1.67  -0.13
C 1.04 0.32 0.81  -0.26
C 0.31 -0.12 -0.47  -0.20
C -1.21 -0.16 -0.37  -0.14
C -1.99 0.88 -0.63  -0.18
C -3.50 0.80 -0.76  -0.10
H -0.55 1.02 2.10  0.07
H 1.00 1.53 2.56  0.07
H 0.28 2.35 1.18  0.07
H 1.99 0.75 0.49  0.10
H 1.30 -0.55 1.41  0.10
H 0.45 0.52 -1.34  0.10
H 0.74 -1.10 -0.69  0.10
H -1.71 -1.11 -0.20  0.11
H -1.56 1.87 -0.42  0.10
H -3.95 0.40 0.15  0.07
H -3.83 1.83 -0.87  0.06
H -3.78 0.15 -1.58  0.07
H 5.24 -3.31 -1.67  0.03
H 4.81 -3.79 -0.22  0.03
O 4.53 -3.66 -1.13  -0.07

Output
Structure (SMILES): C/C=C/CCC.O
HOMO level: -8.9 eV
2S+1: 1


Entry R
A molecular structure, C6H14O, computed with ωB97M-V/def2-TZVPD.

Each line ends with the Löwdin charge.
CARTESIAN COORDINATES (ANGSTROEM)
C -1.81 0.16 2.27  -0.10
O -1.26 0.27 1.08  -0.14
C -0.03 0.00 0.80  -0.19
C 0.43 0.13 -0.63  -0.59
C 1.66 -0.77 -0.81  -0.06
C -0.68 -0.31 -1.59  -0.05
C 0.83 1.59 -0.93  -0.05
H -1.10 -1.70 2.16  0.06
H -2.86 0.44 2.29  0.06
H -1.17 0.33 3.13  0.07
H -0.50 -1.83 1.68  0.08
H 0.69 0.07 1.62  0.13
H 2.45 -0.51 -0.10  0.08
H 2.07 -0.67 -1.82  0.09
H 1.39 -1.83 -0.65  0.09
H -1.57 0.33 -1.49  0.08
H -0.98 -1.34 -1.39  0.09
H -0.33 -0.24 -2.63  0.09
H -0.03 2.26 -0.79  0.09
H 1.18 1.69 -1.96  0.08
H 1.63 1.92 -0.26  0.08

Output
HOMO level (spin up / spin down): -7.4 / -7.3 eV
2S+1: 1


Result of the stability comparison: entry P is the most stable of them.


Entry P
2 unconnected molecules or ions with the total composition C6H14O, computed with ωB97M-V/def2-TZVPD.

Each line ends with the Löwdin charge.
CARTESIAN COORDINATES (ANGSTROEM)
C -1.23 -1.66 0.16  -0.12
C 0.21 -1.55 -0.25  -0.28
C 1.23 -1.03 0.78  -0.19
C 0.62 0.14 1.63  -0.22
C 0.71 1.75 -0.37  -0.04
C 0.31 1.37 0.84  -0.18
H -1.68 -0.70 0.42  0.06
H -1.34 -2.35 1.01  0.08
H -1.84 -1.78 -0.77  0.09
H 0.64 -2.45 -0.71  0.11
H 0.22 -0.76 -1.01  0.08
H 2.10 -0.61 0.28  0.10
H 1.54 -1.72 1.55  0.10
H 1.21 0.40 2.52  0.12
H -0.33 -0.07 2.17  0.11
H 1.17 1.16 -1.17  0.06
H 0.94 2.80 -0.59  0.07
H -0.07 2.21 1.43  0.10
H -1.40 1.73 -3.39  0.03
H -1.17 1.64 -1.93  -0.01
O -1.86 1.49 -2.59  -0.06

Output
Structure (SMILES): C=CCCCC.O
HOMO level: -9.7 eV
2S+1: 1


Entry Q
3 unconnected molecules or ions with the total composition C6H14O, computed with ωB97M-V/def2-TZVPD.

Each line ends with the Löwdin charge.
CARTESIAN COORDINATES (ANGSTROEM)
C -1.71 1.13 0.71  -0.32
O -2.51 2.00 0.44  -0.01
C -0.97 0.38 -0.24  -0.02
C 0.28 -0.32 0.16  -0.41
C 0.10 -1.75 -0.35  -0.09
C 1.61 0.17 -0.49  -0.21
C 2.94 -0.33 0.16  -0.09
H -1.53 -0.07 -1.07  0.12
H -1.43 0.89 1.77  0.11
H -5.66 2.83 -1.14  0.01
H 0.77 -0.28 2.16  0.21
H -5.19 2.34 -0.84  0.00
H 0.39 -0.26 1.36  0.02
H -0.19 -1.79 -1.40  0.09
H 0.96 -2.42 -0.19  0.08
H -0.73 -2.23 0.19  0.09
H 1.59 -0.21 -1.52  0.12
H 1.61 1.26 -0.61  0.11
H 2.94 -0.09 1.22  0.06
H 3.02 -1.42 0.07  0.07
H 3.72 0.19 -0.40  0.07

Output
HOMO level: -7.9 eV
2S+1: 1


Entry R
C6H14O in the gas phase, computed with ωB97M-V/def2-TZVPD.

Each line ends with the Löwdin charge.
CARTESIAN COORDINATES (ANGSTROEM)
C 0.25 3.07 0.03  -0.12
C 0.40 1.69 0.66  -0.29
C -0.65 0.67 0.22  -0.23
C -0.44 -0.67 0.94  -0.18
C -0.85 -1.97 0.21  -0.23
O 0.29 -2.73 -0.15  -0.21
C 0.88 -2.35 -1.38  -0.12
H 1.06 3.73 0.34  0.07
H -0.70 3.54 0.32  0.07
H 0.27 3.00 -1.07  0.07
H 1.39 1.28 0.42  0.11
H 0.37 1.78 1.76  0.11
H -1.66 1.06 0.42  0.11
H -0.60 0.53 -0.87  0.10
H -0.92 -0.63 1.93  0.11
H 0.63 -0.80 1.14  0.11
H -1.41 -2.62 0.88  0.12
H -1.48 -1.77 -0.67  0.12
H 0.40 -2.89 -2.22  0.09
H 1.94 -2.64 -1.34  0.09
H 0.82 -1.27 -1.58  0.08

Output
Structure (SMILES): CCCCCOC
HOMO level: -9.6 eV
2S+1: 1


Result of the stability comparison: entry R is the most stable of them.